No. 1
ORCA calculation (the ωB97M-V functional and the def2-TZVPD basis) on a structure of composition C39H42BBrIN5O5SiSm.

Cartesian coordinates (Å):
Sm: 1.71 1.14 -1.02
Br: 5.16 1.60 -0.86
C: 5.80 0.16 -1.92
C: 6.81 0.43 -2.85
C: 7.30 -0.61 -3.58
C: 6.68 -1.87 -3.49
C: 5.61 -2.07 -2.66
C: 5.23 -1.04 -1.83
I: 3.71 -1.42 -0.42
H: 7.23 1.36 -3.03
H: 8.15 -0.48 -4.26
H: 7.02 -2.66 -4.14
H: 5.10 -3.06 -2.63
C: -5.02 -4.27 2.07
C: -3.79 -5.03 1.54
C: -4.11 -5.64 0.17
C: -3.58 -6.25 2.48
C: -2.46 -4.16 1.41
C: -1.27 -4.66 1.94
C: -0.08 -3.92 1.88
C: -0.11 -2.68 1.31
O: 0.90 -1.78 1.05
B: 0.41 -0.73 0.24
O: -0.98 -0.92 0.19
C: -1.28 -2.18 0.74
C: -2.43 -2.92 0.75
H: -5.81 -4.96 2.22
H: -5.38 -3.55 1.31
H: -4.83 -3.81 3.03
H: -4.85 -6.42 0.35
H: -3.26 -6.04 -0.34
H: -4.56 -4.84 -0.46
H: -4.50 -6.83 2.64
H: -3.17 -5.99 3.49
H: -2.86 -6.94 1.99
H: -1.23 -5.64 2.38
H: 0.80 -4.41 2.21
H: -3.32 -2.48 0.26
C: -1.85 2.85 3.32
C: -1.41 4.13 3.04
C: -0.85 4.47 1.79
C: -0.77 3.51 0.80
C: -1.27 2.25 1.05
C: -1.82 1.92 2.25
Si: 0.20 3.81 -0.87
C: -1.21 4.20 -2.13
C: -2.52 4.06 -1.71
C: -3.55 4.60 -2.46
C: -3.30 5.25 -3.63
C: -2.01 5.43 -4.09
C: -1.01 4.96 -3.31
H: -2.33 2.65 4.29
H: -1.35 4.91 3.80
H: -0.38 5.45 1.67
H: -1.21 1.49 0.26
H: -2.19 0.91 2.40
H: 0.78 5.16 -0.64
H: -2.82 3.64 -0.74
H: -4.54 4.61 -2.07
H: -4.11 5.77 -4.19
H: -1.84 5.92 -5.06
H: -0.01 5.23 -3.60
O: 4.30 -2.84 3.22
C: 3.21 -2.85 4.06
N: 2.36 -1.68 3.93
C: 2.64 -0.42 4.57
O: 3.19 -0.39 5.63
C: 2.39 0.83 3.73
C: 2.24 2.10 4.26
C: 2.04 3.16 3.39
C: 2.03 2.89 2.02
N: 2.25 1.69 1.50
C: 2.42 0.70 2.34
H: 5.02 -2.37 3.65
H: 3.57 -2.94 5.07
H: 2.58 -3.67 3.76
H: 1.80 -1.65 3.08
H: 2.22 2.22 5.36
H: 1.90 4.16 3.72
H: 1.86 3.72 1.34
H: 2.57 -0.29 1.94
C: -2.59 1.41 -4.97
N: -1.37 1.20 -4.24
C: -0.02 1.55 -4.70
C: 0.87 0.99 -3.59
O: 2.11 1.06 -3.47
N: 0.05 0.57 -2.59
C: -1.21 0.69 -3.01
N: -2.24 0.25 -2.29
H: -3.07 2.35 -4.73
H: -3.36 0.66 -4.87
H: -2.33 1.51 -6.00
H: 0.14 2.63 -4.77
H: 0.27 1.11 -5.62
H: -2.01 -0.24 -1.42
H: -3.19 0.26 -2.64

Properties
HOMO-LUMO gap (alpha / beta): 6.843 / 7.301 eV
Charge: +1
LUMO energy (alpha / beta): -2.8 / -2.3 eV
<S²>: 8.769
E_HOMO (alpha / beta): -9.673 / -9.616 eV
Multiplicity: 6



No. 2
ORCA calculation (the ωB97M-V functional and the def2-TZVPD basis) on a structure of composition C39H42Cl3GeN6O5PtS.

Cartesian coordinates (Å):
Pt: 1.51 1.07 -0.71
Cl: 0.41 3.92 -7.49
C: 0.92 3.00 -6.15
C: 0.23 3.15 -4.93
C: 0.63 2.43 -3.84
Cl: -0.26 2.57 -2.38
C: 1.76 1.51 -3.91
O: 2.18 0.83 -2.95
C: 2.41 1.40 -5.21
Cl: 3.73 0.32 -5.34
C: 2.01 2.13 -6.29
H: -0.61 3.82 -4.87
H: 2.51 2.04 -7.24
O: -1.63 0.89 1.21
C: -0.42 0.69 1.60
O: 0.49 1.52 1.34
C: -0.20 -0.54 2.43
C: -1.12 -1.65 1.93
Ge: -2.76 -0.71 1.36
C: -3.52 -0.48 -0.43
C: -3.64 0.83 -0.89
C: -4.18 1.09 -2.14
C: -4.60 0.05 -2.95
C: -4.49 -1.25 -2.50
C: -3.97 -1.52 -1.25
C: -3.70 -3.12 1.54
C: -4.99 -3.18 1.99
C: -5.65 -4.39 1.79
C: -5.00 -5.46 1.18
C: -3.68 -5.34 0.76
C: -2.99 -4.14 0.95
C: -3.92 -0.14 2.80
C: -3.66 -0.54 4.11
C: -4.47 -0.12 5.15
C: -5.56 0.70 4.89
C: -5.84 1.10 3.59
C: -5.02 0.68 2.55
H: -0.46 -0.26 3.45
H: 0.85 -0.84 2.40
H: -1.31 -2.41 2.69
H: -0.68 -2.14 1.06
H: -3.30 1.66 -0.28
H: -4.27 2.12 -2.48
H: -5.02 0.26 -3.93
H: -4.81 -2.07 -3.13
H: -3.90 -2.55 -0.92
H: -5.48 -2.35 2.47
H: -6.68 -4.50 2.12
H: -5.53 -6.39 1.03
H: -3.18 -6.17 0.29
H: -1.96 -4.04 0.63
H: -2.82 -1.19 4.32
H: -4.26 -0.43 6.16
H: -6.20 1.03 5.70
H: -6.69 1.73 3.38
H: -5.25 0.98 1.53
C: 4.84 1.95 1.69
N: 3.91 3.03 1.97
C: 4.30 3.90 3.08
C: 2.93 3.36 1.11
S: 3.08 2.88 -0.55
N: 1.90 4.09 1.54
C: 0.97 4.72 0.61
C: 1.38 3.99 2.90
H: 5.16 1.54 2.65
H: 5.71 2.31 1.15
H: 4.35 1.17 1.12
H: 5.38 4.05 3.02
H: 4.06 3.46 4.05
H: 3.81 4.87 3.00
H: 1.48 5.02 -0.30
H: 0.55 5.59 1.10
H: 0.16 4.02 0.36
H: 1.86 3.17 3.43
H: 0.32 3.76 2.83
H: 1.51 4.92 3.45
N: 0.17 -0.57 -1.16
C: 0.02 -1.24 -2.10
N: -0.19 -2.00 -3.12
C: 0.89 -2.36 -3.78
N: 1.84 -2.68 -4.36
O: 2.39 -2.07 0.94
C: 2.97 -1.60 -0.02
O: 3.16 -0.36 -0.31
C: 3.61 -2.59 -1.02
N: 4.11 -1.84 -2.22
C: 5.59 -2.04 -2.33
C: 6.01 -2.39 -0.90
C: 4.85 -3.28 -0.44
H: 2.85 -3.30 -1.34
H: 3.88 -0.86 -2.02
H: 3.61 -2.14 -3.07
H: 6.05 -1.14 -2.73
H: 5.76 -2.88 -3.01
H: 6.06 -1.49 -0.30
H: 6.97 -2.89 -0.87
H: 4.77 -3.37 0.64
H: 4.96 -4.28 -0.86

Properties
HOMO-LUMO gap (alpha / beta): 7.928 / 5.382 eV
Charge: +1
LUMO energy (alpha / beta): -2.0 / -5.2 eV
<S²>: 6.049
Energy above the lowest of the compared OMol25 structures with the same formula, charge and spin: 0.0 kcal/mol
E_HOMO (alpha / beta): -9.955 / -10.583 eV
Multiplicity: 5



No. 3
ORCA calculation (the ωB97M-V functional and the def2-TZVPD basis) on a structure of composition C39H42Cl3MgN6OPS2.

Cartesian coordinates (Å):
Mg: -0.36 0.03 0.17
C: 2.04 -1.15 1.93
C: 1.47 -2.36 1.20
N: 0.82 -1.95 -0.06
C: 1.71 -1.92 -1.24
C: 2.68 -0.74 -1.26
S: 1.85 0.87 -1.02
C: 2.66 1.50 0.50
C: 1.83 1.31 1.77
N: 1.14 0.01 1.79
H: 2.20 -1.41 2.98
H: 3.02 -0.89 1.53
H: 2.25 -3.10 1.03
H: 0.71 -2.83 1.83
H: 0.12 -2.65 -0.28
H: 2.30 -2.84 -1.30
H: 1.07 -1.87 -2.12
H: 3.46 -0.84 -0.51
H: 3.15 -0.70 -2.24
H: 3.64 1.03 0.56
H: 2.83 2.56 0.34
H: 2.49 1.43 2.64
H: 1.06 2.08 1.83
H: 0.50 0.00 2.57
N: -2.96 -0.05 -1.80
P: -2.16 -1.42 -1.17
C: -2.83 -2.75 -2.22
C: -3.39 -2.54 -3.48
C: -4.00 -3.60 -4.15
C: -4.01 -4.87 -3.59
C: -3.39 -5.10 -2.37
C: -2.81 -4.04 -1.69
C: -3.12 -1.87 0.33
C: -2.45 -2.19 1.51
C: -3.15 -2.65 2.61
C: -4.53 -2.79 2.54
C: -5.20 -2.46 1.37
C: -4.50 -2.03 0.26
C: -2.43 1.22 -1.82
C: -3.08 2.22 -2.55
C: -2.58 3.50 -2.54
C: -1.43 3.77 -1.79
C: -0.85 2.73 -1.10
N: -1.33 1.47 -1.10
H: -3.78 -0.19 -2.37
H: -3.36 -1.57 -3.95
H: -4.45 -3.43 -5.11
H: -4.50 -5.68 -4.11
H: -3.36 -6.09 -1.95
H: -2.36 -4.21 -0.71
H: -1.37 -2.11 1.56
H: -2.62 -2.94 3.51
H: -5.08 -3.19 3.38
H: -6.28 -2.58 1.31
H: -5.03 -1.83 -0.67
H: -3.97 1.98 -3.12
H: -3.07 4.29 -3.09
H: -1.00 4.76 -1.75
H: 0.04 2.90 -0.51
Cl: -4.95 1.16 11.47
C: -4.24 0.95 9.91
C: -3.04 1.58 9.61
C: -2.48 1.40 8.36
C: -3.10 0.61 7.39
C: -2.45 0.45 6.03
C: -2.89 1.63 5.15
N: -2.67 1.39 3.73
C: -3.60 1.48 2.73
C: -2.93 1.22 1.57
N: -1.61 0.95 1.84
C: -1.50 1.06 3.16
O: -1.04 0.50 6.08
C: -0.34 -0.73 5.92
C: -0.71 -1.86 6.85
C: -0.83 -3.16 6.44
Cl: -0.60 -3.76 4.85
S: -1.21 -4.23 7.73
C: -1.18 -2.94 8.85
C: -0.89 -1.75 8.25
C: -4.32 0.02 7.71
Cl: -5.19 -0.89 6.53
C: -4.89 0.17 8.96
H: -2.56 2.21 10.35
H: -1.54 1.88 8.11
H: -2.78 -0.47 5.55
H: -2.30 2.50 5.46
H: -3.95 1.84 5.31
H: -4.63 1.73 2.92
H: -3.33 1.22 0.58
H: -0.61 0.97 3.76
H: 0.71 -0.47 6.06
H: -0.47 -1.09 4.89
H: -1.37 -3.13 9.89
H: -0.80 -0.82 8.79
H: -5.83 -0.30 9.20

Properties
HOMO-LUMO gap: 8.255 eV
Charge: +2
LUMO energy: -4.5 eV
Energy above the lowest of the compared OMol25 structures with the same formula, charge and spin: 28.2 kcal/mol
E_HOMO: -12.771 eV



No. 4
ORCA calculation (the ωB97M-V functional and the def2-TZVPD basis) on a structure of composition C39H42Cl3N4S3SiTi.

Cartesian coordinates (Å):
Ti: 0.55 -1.59 -1.07
S: 0.14 1.25 -0.28
C: -1.16 1.54 0.69
N: -1.55 2.75 1.10
C: -2.67 2.93 2.01
C: -2.66 1.82 3.01
N: -2.72 0.54 2.29
C: -3.44 -0.55 2.98
C: -2.69 -1.04 4.20
C: -3.00 -0.54 5.46
C: -2.30 -0.97 6.58
C: -1.29 -1.91 6.44
C: -0.98 -2.41 5.18
C: -1.67 -1.98 4.06
C: -1.99 0.35 1.20
S: -1.92 -1.11 0.41
C: -0.85 3.98 0.71
C: -0.13 4.58 1.90
C: 0.87 3.85 2.53
C: 1.53 4.37 3.63
C: 1.18 5.64 4.11
C: 0.19 6.37 3.48
C: -0.47 5.84 2.38
H: -3.61 2.95 1.45
H: -2.54 3.88 2.52
H: -3.53 1.87 3.66
H: -1.76 1.86 3.63
H: -3.60 -1.34 2.26
H: -4.41 -0.14 3.27
H: -3.81 0.17 5.57
H: -2.55 -0.58 7.55
H: -0.74 -2.25 7.31
H: -0.19 -3.15 5.07
H: -1.42 -2.36 3.08
H: -1.59 4.68 0.31
H: -0.15 3.73 -0.08
H: 1.15 2.87 2.15
H: 2.31 3.81 4.12
H: 1.70 6.05 4.97
H: -0.08 7.35 3.85
H: -1.25 6.41 1.88
Cl: 3.51 -2.54 -1.00
C: 3.55 -3.10 0.65
C: 4.52 -4.01 1.01
C: 4.56 -4.46 2.32
C: 3.63 -4.00 3.24
C: 2.67 -3.08 2.85
Cl: 1.54 -2.54 4.05
C: 2.60 -2.59 1.54
S: 1.43 -1.34 1.12
H: 5.23 -4.37 0.28
H: 5.31 -5.18 2.63
H: 3.64 -4.34 4.27
C: 2.96 3.31 -3.31
Si: 3.21 1.61 -3.98
C: 2.52 1.46 -5.69
C: 4.99 1.11 -3.93
C: 2.28 0.44 -2.89
C: 1.69 -0.35 -2.17
H: 3.46 4.05 -3.93
H: 3.36 3.38 -2.30
H: 1.89 3.56 -3.26
H: 3.05 2.12 -6.38
H: 1.46 1.74 -5.70
H: 2.61 0.43 -6.05
H: 5.58 1.75 -4.58
H: 5.11 0.08 -4.25
H: 5.38 1.20 -2.91
C: -1.12 0.08 -5.74
N: -1.63 0.40 -4.40
C: -2.63 1.44 -4.23
C: -1.27 -0.33 -3.38
N: -0.97 -0.96 -2.46
H: -0.77 1.00 -6.20
H: -1.91 -0.36 -6.34
H: -0.29 -0.62 -5.65
H: -2.27 2.36 -4.70
H: -2.79 1.62 -3.17
H: -3.57 1.14 -4.69
Cl: -0.54 -3.87 0.09
C: -1.33 -4.22 -1.44
C: -2.60 -4.77 -1.48
C: -3.18 -4.98 -2.73
C: -2.48 -4.63 -3.88
C: -1.21 -4.08 -3.80
C: -0.60 -3.86 -2.56
C: 0.75 -3.24 -2.38
H: -3.11 -5.03 -0.57
H: -4.17 -5.41 -2.79
H: -2.92 -4.80 -4.85
H: -0.66 -3.83 -4.70
H: 1.23 -2.98 -3.32
H: 1.40 -3.92 -1.83

Properties
HOMO-LUMO gap: 6.983 eV
Charge: +1
LUMO energy: -3.2 eV
Energy above the lowest of the compared OMol25 structures with the same formula, charge and spin: 15.8 kcal/mol
E_HOMO: -10.154 eV



No. 5
ORCA calculation (the ωB97M-V functional and the def2-TZVPD basis) on a cluster of 2 separate species, C39H42N3 in total.

Cartesian coordinates (Å):
C: 5.48 0.34 1.80
C: 4.21 1.08 2.07
C: 4.21 2.47 2.20
C: 3.04 3.19 2.42
C: 3.12 4.68 2.56
C: 1.82 2.48 2.49
N: 0.62 3.21 2.73
C: -0.53 3.03 1.98
C: -0.59 2.44 0.75
N: -1.59 3.42 2.79
C: -2.89 2.86 2.64
C: -3.32 1.85 3.53
C: -2.56 1.46 4.76
C: -4.50 1.17 3.24
C: -5.27 1.49 2.12
C: -6.54 0.72 1.86
C: -4.86 2.53 1.29
C: -3.68 3.23 1.54
C: -3.31 4.40 0.68
C: -1.07 3.90 3.98
C: 0.27 3.80 3.93
C: 1.80 1.08 2.46
C: 0.57 0.27 2.71
C: 3.00 0.40 2.21
H: 5.28 -0.73 1.71
H: 5.95 0.69 0.88
H: 6.20 0.48 2.62
H: 5.16 3.02 2.11
H: 2.15 5.15 2.69
H: 3.76 4.94 3.41
H: 3.60 5.11 1.67
H: -1.55 2.38 0.27
H: 0.36 2.17 0.30
H: -3.03 0.55 5.16
H: -1.51 1.21 4.58
H: -2.63 2.22 5.55
H: -4.83 0.37 3.91
H: -7.00 1.05 0.93
H: -6.33 -0.35 1.80
H: -7.26 0.87 2.68
H: -5.48 2.81 0.43
H: -4.14 4.59 -0.01
H: -3.17 5.31 1.27
H: -2.41 4.23 0.07
H: -1.70 4.26 4.77
H: 1.01 4.04 4.68
H: 0.85 -0.79 2.66
H: 0.14 0.43 3.71
H: -0.21 0.43 1.95
H: 2.99 -0.69 2.15
C: 1.63 -5.49 -1.10
C: 1.38 -4.96 -2.45
N: 1.46 -5.74 -3.54
C: 1.76 -7.16 -3.51
C: 1.16 -5.01 -4.70
C: 0.85 -3.69 -4.30
C: 0.35 -2.82 -5.27
C: 0.27 -3.26 -6.60
C: 0.60 -4.58 -6.97
C: 1.04 -5.49 -5.99
C: 1.00 -3.63 -2.84
C: 0.72 -2.59 -1.97
C: 0.47 -1.23 -2.37
C: 1.28 -0.55 -3.32
C: 0.97 0.76 -3.70
C: -0.17 1.39 -3.19
C: -0.97 0.73 -2.25
C: -0.63 -0.54 -1.81
H: 1.53 -4.68 -0.38
H: 0.92 -6.29 -0.83
H: 2.65 -5.90 -1.01
H: 1.71 -7.55 -4.53
H: 2.76 -7.35 -3.11
H: 1.03 -7.70 -2.90
H: 0.02 -1.83 -4.98
H: -0.07 -2.56 -7.37
H: 0.51 -4.90 -8.01
H: 1.28 -6.52 -6.22
H: 0.64 -2.84 -0.91
H: 2.15 -1.06 -3.74
H: 1.62 1.28 -4.41
H: -0.43 2.40 -3.52
H: -1.86 1.21 -1.85
H: -1.23 -1.06 -1.06

Properties
HOMO-LUMO gap: 3.493 eV
Charge: +1
LUMO energy: -4.7 eV
Energy above the lowest of the compared OMol25 structures with the same formula, charge and spin: 28.9 kcal/mol
E_HOMO: -8.169 eV